1.
Formula: C4H6F2
Source: the Open Molecules 2025 dataset
Level of theory: the ωB97M-V functional and the def2-TZVPD basis

As for the HOMO energy: -9.49 eV. Its energy above the lowest of the compared OMol25 structures with the same formula, charge and spin is 63.69 kcal/mol. Its SMILES is C/C=C/C(F)F. Its LUMO energy is 0.38 eV. As for the HOMO-LUMO gap: 9.9 eV. As for the energy: -355.6232 a.u.

The geometry in ORCA input format:
```
! wB97M-V def2-TZVPD RIJCOSX def2/J DEFGRID3
* xyz 0 1
C -1.8671 -0.0209 -0.2752
C -0.4428 0.5074 -0.3113
C 0.4815 -0.2672 0.5499
C 1.8821 -0.0582 0.2853
F 2.1783 -1.0306 -0.7111
F 2.3646 1.1822 -0.1954
H -2.7019 0.6025 -0.9858
H -2.3155 0.4051 0.8263
H -2.1092 -1.2272 -0.3818
H -0.0741 1.2795 -1.1626
H 0.0033 -1.0658 1.1501
H 2.6009 -0.3067 1.2116
*
```

=====

2.
Formula: C30H34ClGaO7
Source: the Open Molecules 2025 dataset
Level of theory: the ωB97M-V functional and the def2-TZVPD basis

As for the HOMO energy (spin up / spin down): -1.46 / 1.90 eV. Its energy above the lowest of the compared OMol25 structures with the same formula, charge and spin is 0.00 kcal/mol. Its LUMO energy (spin up / spin down) is 3.49 / 3.48 eV. As for the HOMO-LUMO gap (spin up / spin down): 4.9 / 1.6 eV. As for the energy: -4075.1291 a.u.

The geometry in ORCA input format:
```
! wB97M-V def2-TZVPD RIJCOSX def2/J DEFGRID3
* xyz -2 1
C 0.0175 -0.8567 -4.2594
C -0.4616 -1.8174 -3.1247
C -0.1579 0.5748 -3.7295
C -1.3184 0.4715 -2.7293
H -0.3751 1.2582 -4.5550
H 0.7614 0.8852 -3.2124
C -1.0425 -0.9214 -2.0105
H 0.3936 -2.4221 -2.7902
H -1.2442 -2.4877 -3.5157
C -0.0669 -0.8093 -0.8328
H -1.9998 -1.3249 -1.6375
H -2.2482 0.3086 -3.3046
C -1.5275 1.6202 -1.8469
C 1.4577 -1.0353 -4.6772
C -0.7207 -1.0138 -5.6103
O -1.4927 -0.1436 -5.9765
O 2.2889 -1.7133 -4.0904
O 1.7345 -0.3585 -5.8030
O -0.4440 -2.0475 -6.4360
C 0.1767 -3.3145 -6.0821
H 0.1149 -3.5615 -5.0117
H 1.2191 -3.2998 -6.4281
H -0.3848 -4.0421 -6.6747
C 3.0998 -0.4529 -6.1973
H 3.7389 0.0359 -5.4532
H 3.1537 0.0606 -7.1549
H 3.4023 -1.5009 -6.2966
O -0.5613 0.0620 0.1705
H 0.9258 -0.4492 -1.1707
H 0.1214 -1.8287 -0.4304
C -2.8676 1.8466 -1.3071
C -0.4334 2.5451 -1.5491
H -0.0394 3.0507 -2.4475
H 0.4158 2.0304 -1.0657
H -0.7803 3.3159 -0.8476
H -2.8049 2.1382 -0.2485
H -3.4983 0.9503 -1.3893
H -3.3875 2.6654 -1.8367
Ga -0.3615 -0.1580 1.9878
C -1.5913 -1.8024 3.6179
C -2.0053 -1.5780 2.2334
C -1.3690 -2.6384 1.4550
H -2.8853 -1.0171 1.9176
C -0.5092 -3.3507 2.3098
C -0.6539 -2.8457 3.6343
H -0.1751 -3.2695 4.5164
H -2.0330 -1.2952 4.4691
H -1.6036 -2.8704 0.4143
H 0.1103 -4.2002 2.0238
C 2.2425 0.5183 2.4610
C 2.4084 -0.6050 3.3316
C 2.6762 -1.7449 2.5312
H 2.3576 -0.5638 4.4141
C 2.7271 -1.3304 1.1688
C 2.4759 0.0681 1.1217
H 2.5108 0.7070 0.2385
H 2.1134 1.5558 2.7672
H 2.8412 -2.7565 2.8938
H 2.9748 -1.9581 0.3114
Cl -0.7471 5.8828 8.0312
C -0.6456 4.5338 6.9811
C -0.4840 3.2464 7.5273
C -0.4004 2.1518 6.6653
C -0.4991 2.3301 5.2800
C -0.6639 3.6128 4.7437
C -0.7201 4.7216 5.5902
C -0.3607 1.1243 4.4086
O 0.0045 0.0370 4.8726
O -0.6634 1.3505 3.1289
H -0.4162 3.1102 8.6034
H -0.2560 1.1488 7.0615
H -0.7423 3.7400 3.6654
H -0.8215 5.7263 5.1842
*
```

=====

3.
Formula: C5H14
Source: the Open Molecules 2025 dataset
Level of theory: the ωB97M-V functional and the def2-TZVPD basis

As for the HOMO energy: -10.61 eV. Its energy above the lowest of the compared OMol25 structures with the same formula, charge and spin is 38.17 kcal/mol. Its SMILES is CCC.CC. Its LUMO energy is 1.17 eV. As for the HOMO-LUMO gap: 11.8 eV. As for the energy: -198.8283 a.u.

The geometry in ORCA input format:
```
! wB97M-V def2-TZVPD RIJCOSX def2/J DEFGRID3
* xyz 0 1
C -2.1023 -0.0060 -0.1734
C -1.0554 -1.0571 -0.3243
C -0.4262 -0.7658 -1.7085
H -2.0800 0.9585 -0.6349
H -2.0497 0.4555 0.8547
H -3.0623 -0.6236 -0.2748
H -0.1237 -1.1466 0.2623
H -1.6275 -1.9754 -0.2245
H 0.5997 -1.2071 -1.8474
H -1.1117 -1.1892 -2.4797
H -0.1758 0.2965 -1.6787
C 2.2835 0.3280 1.2064
C 1.1624 1.3854 0.8941
H 3.2526 0.6631 0.9223
H 2.4468 0.3517 2.3312
H 2.0945 -0.7555 0.9047
H 1.3706 1.8666 -0.1132
H 0.1341 0.8950 0.8388
H 1.1600 2.1034 1.7735
*
```

=====

4.
Formula: C6H7BrO5
Source: the Open Molecules 2025 dataset
Level of theory: the ωB97M-V functional and the def2-TZVPD basis

As for the HOMO energy: -0.82 eV. Its LUMO energy is 5.29 eV. As for the HOMO-LUMO gap: 6.1 eV. As for the energy: -3183.0442 a.u.

The geometry in ORCA input format:
```
! wB97M-V def2-TZVPD RIJCOSX def2/J DEFGRID3
* xyz -2 1
C 1.5409 0.8959 -0.0161
C -1.6567 1.3115 0.5158
C 1.0145 -1.2876 -1.3303
C -0.4328 -0.6819 1.8001
C 0.5543 0.0856 -0.8744
C -0.9198 -0.0929 0.4470
O 2.4426 0.2820 0.6234
O -1.7801 2.0547 -0.5015
O 1.4478 2.1134 -0.0944
O -2.1111 1.5741 1.6516
O -0.0529 0.8576 -1.9173
Br -2.0214 -1.3852 -0.4834
H 1.4454 -1.1624 -2.3809
H 1.8598 -1.5340 -0.6174
H 0.2939 -2.0759 -1.5677
H 0.2620 -1.5155 1.4968
H 0.1873 0.0902 2.4009
H -1.3952 -0.9667 2.3168
H -0.6785 1.4371 -1.4690
*
```

=====

5.
Formula: C5H3F3O2S
Source: the Open Molecules 2025 dataset
Level of theory: the ωB97M-V functional and the def2-TZVPD basis

As for the HOMO energy: -9.70 eV. Its energy above the lowest of the compared OMol25 structures with the same formula, charge and spin is 7.13 kcal/mol. Its SMILES is CC(=O)C(=S)C(=O)C(F)(F)F. Its LUMO energy is -2.12 eV. As for the HOMO-LUMO gap: 7.6 eV. As for the energy: -1040.5453 a.u.

The geometry in ORCA input format:
```
! wB97M-V def2-TZVPD RIJCOSX def2/J DEFGRID3
* xyz 0 1
C -0.1842 -0.5356 0.4154
C -0.6605 -0.7798 -0.9994
O -1.8162 -0.7749 -1.3449
C 0.4233 -0.6820 -2.0403
S 1.1308 -2.0322 -2.5392
C 0.8624 0.6417 -2.5681
O 0.9018 1.6649 -1.8759
C 1.2738 0.6813 -4.0618
F 0.7535 -0.2190 -4.8617
F 2.5712 0.5339 -4.1127
F 0.9394 1.8439 -4.5426
H 0.6940 -1.1445 0.5009
H 0.1717 0.4678 0.4935
H -0.8615 -0.7203 1.1511
*
```

=====

6.
Formula: C18H22F3N6S2V
Source: the Open Molecules 2025 dataset
Level of theory: the ωB97M-V functional and the def2-TZVPD basis

As for the HOMO energy (spin up / spin down): -2.06 / -2.11 eV. Its energy above the lowest of the compared OMol25 structures with the same formula, charge and spin is 0.00 kcal/mol. Its LUMO energy (spin up / spin down) is 2.56 / 2.56 eV. As for the HOMO-LUMO gap (spin up / spin down): 4.6 / 4.7 eV. As for the energy: -3067.7557 a.u.

The geometry in ORCA input format:
```
! wB97M-V def2-TZVPD RIJCOSX def2/J DEFGRID3
* xyz -1 2
V -0.4325 0.2321 0.2770
C 3.3953 1.1526 -1.6175
C 2.0757 0.5551 -1.2614
N 1.3812 0.9804 -0.1128
N 1.9373 1.9891 0.6236
C 1.4008 2.3822 1.7561
N 2.0215 3.4659 2.3945
S -0.0015 1.6645 2.3623
C 1.4402 -0.4482 -1.9252
C 1.8653 -1.0941 -3.1509
C 1.1301 -2.0898 -3.6912
C -0.0841 -2.5171 -3.0635
C -0.4640 -1.8762 -1.9199
N 0.2315 -0.8809 -1.3345
H 4.1366 1.0406 -0.8117
H 3.8074 0.6628 -2.4965
H 3.3374 2.2272 -1.8534
H 2.7056 2.5139 0.2284
H 3.0265 3.3787 2.4628
H 1.6131 3.6182 3.3038
H 2.7736 -0.7685 -3.6421
H 1.4615 -2.5605 -4.6108
H -0.6903 -3.3126 -3.4730
H -1.3788 -2.1542 -1.4077
F -1.1731 -4.7306 4.5481
C -1.5489 -3.7917 3.6385
F -2.2266 -4.4518 2.6844
F -2.4309 -2.9979 4.2699
C -0.3645 -3.0424 3.1046
C 0.9031 -3.3415 3.5675
C 2.0035 -2.6492 3.0807
C 1.7711 -1.6674 2.1330
N 0.5653 -1.3730 1.6830
C -0.5244 -2.0279 2.1346
S -1.9842 -1.4647 1.4189
H 1.0283 -4.1177 4.3101
H 3.0042 -2.8672 3.4251
H 2.5833 -1.0862 1.7060
C -2.2217 3.4751 -0.7573
C -2.4893 2.0142 -1.1337
C -3.9317 1.6376 -0.7788
C -2.2423 1.8021 -2.6312
N -1.5876 1.1775 -0.4055
H -2.8999 4.1460 -1.2929
H -1.1915 3.7369 -1.0056
H -2.3566 3.6125 0.3168
H -4.6462 2.2617 -1.3234
H -4.0928 1.7618 0.2932
H -4.1106 0.5906 -1.0287
H -2.9137 2.4273 -3.2280
H -2.4038 0.7548 -2.8912
H -1.2079 2.0497 -2.8745
*
```

=====

7.
Formula: CH7N2O
Source: the Open Molecules 2025 dataset
Level of theory: the ωB97M-V functional and the def2-TZVPD basis

As for the HOMO energy: -15.87 eV. Its energy above the lowest of the compared OMol25 structures with the same formula, charge and spin is 152.41 kcal/mol. Its LUMO energy is -9.89 eV. As for the HOMO-LUMO gap: 6.0 eV. As for the energy: -226.5925 a.u.

The geometry in ORCA input format:
```
! wB97M-V def2-TZVPD RIJCOSX def2/J DEFGRID3
* xyz 1 1
N 1.2892 -0.1158 0.2188
C 0.5043 0.1780 -0.9722
N -0.7658 -0.3744 -0.7636
H -1.8005 1.1996 1.9143
H 1.0224 -0.2424 -1.8509
H 0.3867 1.2671 -1.0517
H 2.1185 -0.7054 0.1374
H -0.7626 -1.3918 -0.9481
H -1.3225 0.2631 0.6597
H 0.7516 -0.4401 1.0290
O -1.4213 0.3621 1.6272
*
```

=====

8.
Formula: C3H9NO2
Source: the Open Molecules 2025 dataset
Level of theory: the ωB97M-V functional and the def2-TZVPD basis

As for the HOMO energy: -9.43 eV. Its energy above the lowest of the compared OMol25 structures with the same formula, charge and spin is 27.28 kcal/mol. Its SMILES is CNC(C)=O.O. Its LUMO energy is 0.89 eV. As for the HOMO-LUMO gap: 10.3 eV. As for the energy: -324.9291 a.u.

The geometry in ORCA input format:
```
! wB97M-V def2-TZVPD RIJCOSX def2/J DEFGRID3
* xyz 0 1
C -1.2768 -0.8444 -0.4920
N -0.0229 -1.3635 -0.0561
C 0.3000 -1.6066 1.2443
C -0.7736 -2.4005 1.9604
O 1.3507 -1.1521 1.6681
H -2.1161 -1.5806 -0.4493
H -1.6871 -0.0314 0.1224
H -1.2475 -0.4725 -1.5101
H 0.7135 -0.9107 -0.5864
H -1.0984 -3.3022 1.4602
H -1.6813 -1.8862 2.2395
H -0.2263 -2.6322 2.8880
O 2.2665 6.1557 -2.5959
H 2.3047 5.6880 -3.4472
H 3.1946 6.3393 -2.4459
*
```